## w
Density functional theory data (wB97M-V/def2-TZVPD) for one molecule with the formula C4H9NO4.

Calculated values
Kohn-Sham gap ... 7.15 eV
SMILES ... CC(=O)[NH2+][C@@]([O-])(O)CO

ORCA input file:
```
! RIJCOSX wB97M-V def2-TZVPD def2/J DEFGRID3
* xyz 0 1
C 0.253 0.420 -2.170
C 0.258 1.264 -0.926
O 0.582 2.406 -0.796
N -1.020 0.710 0.183
C -0.729 -0.758 1.096
O -1.492 -0.934 2.041
O -0.622 -1.710 0.096
C 0.967 -0.534 1.695
O 1.845 -0.136 0.749
H 0.336 -0.631 -1.900
H -0.659 0.590 -2.744
H 1.120 0.684 -2.774
H -1.229 1.422 0.872
H -1.824 0.507 -0.397
H -1.190 -2.454 0.344
H 0.824 0.167 2.518
H 1.157 -1.558 2.018
H 1.422 0.546 0.095
*
```

## x
Density functional theory data (wB97M-V/def2-TZVPD) for a 2-piece molecular cluster, C4H9NO4 overall.

Calculated values
Kohn-Sham gap ... 9.32 eV
SMILES ... CC(C)=[N+]([O-])O.O=CO

ORCA input file:
```
! RIJCOSX wB97M-V def2-TZVPD def2/J DEFGRID3
* xyz 0 1
C -0.878 -1.071 -1.452
C -0.456 0.065 -0.587
C -1.482 0.560 0.397
N 0.649 0.697 -0.938
O 1.522 0.161 -1.709
O 0.965 1.932 -0.419
H -1.829 -0.694 -1.936
H -1.275 -1.860 -0.719
H -0.193 -1.321 -2.258
H -2.133 1.328 0.092
H -2.047 -0.306 0.848
H -0.848 1.010 1.180
H 1.115 1.789 0.526
O 1.395 0.828 1.842
C 1.140 -0.328 1.732
O 1.633 -1.153 0.850
H 0.534 -0.874 2.343
H 2.187 -0.764 0.209
*
```

w takes first place; second place is 66.5 kJ/mol up.

## w
Density functional theory data (wB97M-V/def2-TZVPD) for C49H36Br4ClHfN4O5Te as an isolated structure.

Calculated values
Kohn-Sham gap ... 6.76 eV

ORCA input file:
```
! RIJCOSX wB97M-V def2-TZVPD def2/J DEFGRID3
* xyz -1 1
Hf -2.503 -0.593 0.003
C -2.384 1.623 -4.134
C -2.594 0.646 -3.024
N -2.625 0.946 -1.782
N -2.433 2.259 -1.408
C -2.781 2.365 -0.141
O -3.301 1.445 0.562
C -2.439 3.646 0.549
C -2.038 4.780 -0.149
C -1.654 5.920 0.538
C -1.666 5.937 1.925
C -2.064 4.806 2.628
C -2.451 3.664 1.943
C -2.807 -0.788 -3.317
C -2.643 -1.335 -4.582
C -2.886 -2.692 -4.751
C -3.338 -3.436 -3.680
C -3.475 -2.809 -2.447
N -3.183 -1.530 -2.266
H -2.439 2.639 -3.755
H -1.400 1.466 -4.590
H -3.128 1.474 -4.918
H -2.016 4.747 -1.230
H -1.340 6.800 -0.010
H -1.364 6.831 2.457
H -2.072 4.814 3.711
H -2.756 2.765 2.459
H -2.301 -0.724 -5.405
H -2.722 -3.157 -5.715
H -3.542 -4.494 -3.768
H -3.801 -3.345 -1.564
C 3.627 -1.228 3.543
C 2.383 -0.750 2.848
C 1.150 -1.314 3.089
C -0.022 -0.849 2.458
C -1.330 -1.356 2.821
O -2.381 -1.052 2.227
C -1.508 -2.328 3.940
C -1.018 -2.127 5.224
C -1.276 -3.064 6.213
C -1.998 -4.210 5.910
C -2.479 -4.414 4.624
C -2.253 -3.468 3.638
C 0.068 0.186 1.484
O -0.967 0.654 0.898
C 1.351 0.733 1.210
C 2.450 0.293 1.909
C 1.498 1.749 0.137
N 1.085 1.488 -1.032
C 1.147 2.405 -2.160
C 1.811 1.636 -3.287
Te 0.865 -0.376 -3.011
C 2.599 -1.041 -1.993
C 2.497 -1.726 -0.791
C 3.649 -2.202 -0.183
C 4.890 -2.002 -0.768
C 4.985 -1.318 -1.970
C 3.838 -0.834 -2.585
C 2.129 3.045 0.522
C 3.398 3.379 0.060
C 3.971 4.590 0.419
C 3.272 5.476 1.227
C 2.003 5.147 1.681
C 1.435 3.929 1.341
H 3.420 -2.118 4.139
H 4.036 -0.467 4.212
H 4.412 -1.481 2.826
H 1.071 -2.137 3.787
H -0.450 -1.233 5.452
H -0.914 -2.902 7.220
H -2.190 -4.945 6.681
H -3.039 -5.309 4.388
H -2.627 -3.595 2.629
H 3.417 0.739 1.692
H 1.625 3.363 -1.932
H 0.098 2.609 -2.409
H 2.894 1.601 -3.173
H 1.551 2.001 -4.280
H 1.535 -1.886 -0.329
H 3.567 -2.739 0.753
H 5.783 -2.387 -0.292
H 5.949 -1.175 -2.443
H 3.913 -0.331 -3.542
H 3.930 2.686 -0.581
H 4.962 4.843 0.062
H 3.716 6.425 1.500
H 1.446 5.841 2.298
H 0.439 3.673 1.686
Br 1.237 -4.527 -4.417
C 0.180 -4.010 -2.908
C -0.534 -4.972 -2.199
Br -0.515 -6.797 -2.717
C -1.315 -4.591 -1.095
Br -2.421 -5.802 -0.145
C -1.366 -3.260 -0.693
O -2.146 -2.726 0.227
C -0.587 -2.358 -1.437
O -0.673 -1.090 -0.986
C 0.158 -2.667 -2.552
Br 1.615 -0.883 -5.438
Cl -4.893 -1.114 0.235
*
```

## x
Density functional theory data (wB97M-V/def2-TZVPD) for C49H36Br4ClHfN4O5Te as an isolated structure.

Calculated values
Kohn-Sham gap ... 6.62 eV

ORCA input file:
```
! RIJCOSX wB97M-V def2-TZVPD def2/J DEFGRID3
* xyz -1 1
Hf -0.323 -0.052 0.104
C -4.304 0.733 2.331
C -3.294 0.391 1.278
N -2.079 0.819 1.291
N -1.669 1.665 2.276
C -0.397 1.976 2.154
O 0.383 1.533 1.253
C 0.165 2.925 3.143
C -0.630 3.784 3.895
C -0.042 4.699 4.750
C 1.338 4.771 4.871
C 2.132 3.894 4.149
C 1.548 2.981 3.293
C -3.656 -0.514 0.187
C -4.910 -1.129 0.141
C -5.200 -1.994 -0.897
C -4.228 -2.242 -1.847
C -3.014 -1.576 -1.739
N -2.729 -0.734 -0.760
H -3.863 1.460 3.006
H -4.566 -0.158 2.902
H -5.205 1.146 1.886
H -1.703 3.741 3.801
H -0.666 5.366 5.328
H 1.790 5.502 5.529
H 3.209 3.917 4.248
H 2.156 2.293 2.724
H -5.648 -0.941 0.903
H -6.173 -2.460 -0.960
H -4.404 -2.931 -2.655
H -2.242 -1.714 -2.487
C -0.886 0.659 -6.694
C -0.923 0.856 -5.208
C -2.125 0.916 -4.532
C -2.213 1.158 -3.160
C -3.595 1.194 -2.628
O -4.461 0.517 -3.171
C -4.009 2.100 -1.517
C -5.337 1.974 -1.097
C -5.861 2.792 -0.118
C -5.055 3.748 0.480
C -3.741 3.886 0.070
C -3.219 3.087 -0.935
C -1.020 1.237 -2.389
O -1.026 1.362 -1.098
C 0.214 1.212 -3.101
C 0.243 1.035 -4.475
C 1.468 1.476 -2.379
N 1.652 0.983 -1.214
C 2.852 1.245 -0.453
C 3.592 -0.055 -0.139
Te 5.381 -0.474 -1.278
C 4.408 -1.236 -3.023
C 4.896 -0.934 -4.286
C 4.224 -1.375 -5.411
C 3.061 -2.115 -5.280
C 2.586 -2.434 -4.020
C 3.268 -2.007 -2.895
C 2.348 2.403 -3.154
C 1.755 3.537 -3.714
C 2.469 4.378 -4.546
C 3.796 4.110 -4.841
C 4.400 3.003 -4.274
C 3.686 2.157 -3.443
H -1.889 0.489 -7.079
H -0.256 -0.187 -6.957
H -0.478 1.545 -7.180
H -3.056 0.772 -5.064
H -5.948 1.218 -1.567
H -6.895 2.693 0.180
H -5.454 4.385 1.257
H -3.110 4.626 0.541
H -2.196 3.223 -1.240
H 1.202 1.010 -4.977
H 2.504 1.666 0.496
H 3.504 1.988 -0.932
H 2.911 -0.890 -0.268
H 3.933 -0.054 0.890
H 5.802 -0.352 -4.390
H 4.604 -1.131 -6.394
H 2.531 -2.454 -6.162
H 1.676 -2.999 -3.888
H 2.879 -2.274 -1.925
H 0.716 3.750 -3.503
H 1.981 5.234 -4.985
H 4.347 4.754 -5.512
H 5.434 2.777 -4.489
H 4.174 1.280 -3.049
Br 2.349 -4.402 4.954
C 1.173 -3.495 3.785
C -0.165 -3.839 3.748
Br -0.842 -5.174 4.896
C -1.010 -3.183 2.856
Br -2.866 -3.557 2.790
C -0.530 -2.214 1.988
O -1.260 -1.602 1.106
C 0.845 -1.828 2.049
O 1.215 -0.882 1.236
C 1.667 -2.487 2.954
Br 3.483 -1.979 3.051
Cl 0.181 -1.644 -1.596
*
```

x takes first place; second place is 90.1 kJ/mol up.

## w
Density functional theory data (wB97M-V/def2-TZVPD) for one molecule with the formula C23H27N3O5S.

Calculated values
Kohn-Sham gap ... 8.56 eV
SMILES ... COc1cccc(CN2C(=O)[C@@H]3CCCN3c3ccc(S(=O)(=O)N4CCOCC4)cc32)c1

ORCA input file:
```
! RIJCOSX wB97M-V def2-TZVPD def2/J DEFGRID3
* xyz 0 1
C -3.502 3.152 1.884
O -4.259 2.088 1.343
C -3.790 1.441 0.252
C -4.547 0.351 -0.184
C -4.155 -0.371 -1.291
C -3.002 -0.027 -1.978
C -2.241 1.052 -1.553
C -0.965 1.374 -2.290
N -0.063 0.225 -2.271
C 0.170 -0.426 -3.440
O -0.295 -0.077 -4.506
C 1.114 -1.621 -3.307
C 0.955 -2.631 -4.448
C 0.112 -3.747 -3.831
C 0.579 -3.764 -2.375
N 0.830 -2.369 -2.102
C 0.577 -1.708 -0.946
C 0.629 -2.327 0.307
C 0.466 -1.587 1.462
C 0.282 -0.222 1.367
S 0.169 0.787 2.828
O -0.482 2.023 2.489
O -0.342 0.015 3.919
N 1.749 1.181 3.215
C 2.569 0.079 3.663
C 3.852 0.654 4.268
O 4.530 1.463 3.334
C 3.720 2.532 2.905
C 2.432 2.019 2.257
C 0.184 0.410 0.140
C 0.271 -0.328 -1.026
C -2.636 1.788 -0.445
H -3.441 3.989 1.181
H -2.497 2.828 2.168
H -4.046 3.470 2.772
H -5.438 0.094 0.367
H -4.750 -1.209 -1.622
H -2.696 -0.589 -2.848
H -0.464 2.247 -1.865
H -1.174 1.568 -3.346
H 2.140 -1.218 -3.267
H 1.928 -3.012 -4.756
H 0.471 -2.162 -5.303
H -0.946 -3.483 -3.874
H 0.256 -4.703 -4.327
H 1.503 -4.348 -2.272
H -0.172 -4.164 -1.691
H 0.801 -3.390 0.362
H 0.477 -2.052 2.434
H 1.995 -0.474 4.406
H 2.829 -0.586 2.823
H 4.544 -0.144 4.541
H 3.595 1.245 5.159
H 4.316 3.099 2.188
H 3.460 3.173 3.760
H 1.763 2.842 2.008
H 2.682 1.453 1.345
H -0.005 1.467 0.139
H -2.042 2.628 -0.122
*
```

## x
Density functional theory data (wB97M-V/def2-TZVPD) for one molecule with the formula C23H27N3O5S.

Calculated values
Kohn-Sham gap ... 8.84 eV
SMILES ... COc1ccc(N(CC(=O)Nc2ccc(C(C)C)cc2)S(=O)(=O)c2c(C)noc2C)cc1

ORCA input file:
```
! RIJCOSX wB97M-V def2-TZVPD def2/J DEFGRID3
* xyz 0 1
C -3.812 0.840 4.113
O -4.277 0.186 2.956
C -3.369 -0.376 2.117
C -1.991 -0.368 2.309
C -1.158 -0.966 1.380
C -1.683 -1.595 0.264
N -0.835 -2.224 -0.683
C -0.729 -1.614 -1.995
C -0.520 -0.091 -1.900
O -1.292 0.686 -2.419
N 0.575 0.222 -1.177
C 1.019 1.480 -0.753
C 0.373 2.668 -1.077
C 0.872 3.869 -0.609
C 2.011 3.924 0.184
C 2.553 5.238 0.691
C 1.534 5.935 1.595
C 2.955 6.146 -0.473
C 2.646 2.729 0.502
C 2.160 1.520 0.043
S 0.512 -3.031 -0.144
O 0.269 -3.519 1.174
O 1.708 -2.249 -0.370
C 0.531 -4.389 -1.265
C -0.479 -5.392 -1.342
C -1.711 -5.455 -0.527
N -0.160 -6.265 -2.255
O 1.029 -5.887 -2.793
C 1.456 -4.764 -2.205
C 2.738 -4.158 -2.624
C -3.061 -1.608 0.069
C -3.892 -1.000 0.982
H -4.703 1.206 4.621
H -3.275 0.153 4.775
H -3.164 1.686 3.863
H -1.550 0.109 3.170
H -0.090 -0.955 1.532
H -1.643 -1.797 -2.569
H 0.116 -2.080 -2.507
H 1.144 -0.556 -0.842
H -0.511 2.644 -1.692
H 0.355 4.780 -0.873
H 3.450 5.030 1.286
H 0.635 6.190 1.039
H 1.253 5.285 2.421
H 1.956 6.851 2.003
H 3.678 5.644 -1.112
H 3.403 7.064 -0.097
H 2.089 6.408 -1.075
H 3.534 2.743 1.118
H 2.661 0.596 0.298
H -1.462 -5.261 0.514
H -2.177 -6.430 -0.636
H -2.407 -4.683 -0.852
H 2.953 -3.305 -1.987
H 2.682 -3.840 -3.664
H 3.538 -4.892 -2.543
H -3.476 -2.085 -0.805
H -4.961 -0.995 0.842
*
```

w takes first place; second place is 98.4 kJ/mol up.

## w
Density functional theory data (wB97M-V/def2-TZVPD) for one molecule with the formula C3H3BrN2O.

Calculated values
Kohn-Sham gap ... 8.81 eV

ORCA input file:
```
! RIJCOSX wB97M-V def2-TZVPD def2/J DEFGRID3
* xyz 0 1
C 0.308 1.025 -0.330
C 0.293 -0.130 -0.945
C -0.071 -1.157 1.004
N 0.023 -0.173 1.768
N 0.246 0.992 1.160
O 0.286 -0.788 -2.117
Br -0.370 -2.919 1.434
H 0.032 2.056 -0.702
H -0.205 1.868 1.428
H -0.542 -0.775 -2.700
*
```

## x
Density functional theory data (wB97M-V/def2-TZVPD) for a 2-piece molecular cluster, C3H3BrN2O overall.

Calculated values
Kohn-Sham gap ... 9.07 eV
SMILES ... N=C=NBr.C=C=O

ORCA input file:
```
! RIJCOSX wB97M-V def2-TZVPD def2/J DEFGRID3
* xyz 0 1
N 0.096 -0.408 -2.426
C 0.775 0.272 -1.693
N 1.143 0.606 -0.552
Br 2.752 0.333 0.226
H -0.064 -0.359 -3.402
C -0.813 0.165 2.056
C -1.197 -0.566 1.063
O -1.476 -1.113 0.086
H -0.276 1.092 1.585
H -0.940 -0.022 3.057
*
```

x takes first place; second place is 154.4 kJ/mol up.

## w
Density functional theory data (wB97M-V/def2-TZVPD) for one molecule with the formula C3H3BrN2O.

Calculated values
Kohn-Sham gap (alpha / beta) ... 7.88 / 7.89 eV

ORCA input file:
```
! RIJCOSX wB97M-V def2-TZVPD def2/J DEFGRID3
* xyz 0 1
C 0.424 0.637 -0.493
C 0.722 -0.752 -0.164
C -0.762 0.899 0.460
N -0.257 -1.174 0.614
N -1.051 -0.242 1.104
O -1.343 1.934 0.531
Br -0.255 0.837 -2.312
H 1.419 1.251 -0.394
H 1.611 -1.349 -0.358
H -0.507 -2.042 1.012
*
```

## x
Density functional theory data (wB97M-V/def2-TZVPD) for C3H3BrN2O as an isolated structure.

Calculated values
Kohn-Sham gap ... 8.98 eV

ORCA input file:
```
! RIJCOSX wB97M-V def2-TZVPD def2/J DEFGRID3
* xyz 0 1
C 1.026 1.503 -0.175
C -0.050 -1.013 0.054
C -1.407 -0.401 0.123
N 0.733 2.570 0.091
N 1.335 0.274 -0.524
O 0.496 -2.011 0.237
Br 3.063 -0.262 0.022
H -1.582 -0.117 -0.998
H -2.161 -1.156 0.442
H -1.454 0.614 0.728
*
```

w takes first place; second place is 68.3 kJ/mol up.

## w
Density functional theory data (wB97M-V/def2-TZVPD) for one molecule with the formula C4H7NS.

Calculated values
Kohn-Sham gap (alpha / beta) ... 7.40 / 7.19 eV

ORCA input file:
```
! RIJCOSX wB97M-V def2-TZVPD def2/J DEFGRID3
* xyz 0 1
C -1.621 -0.221 -0.812
C 0.661 0.037 -2.341
C 0.122 0.228 0.716
C 0.499 -0.140 2.135
N -1.045 -0.052 0.285
S -0.847 -0.620 -2.353
H -2.663 -0.383 -0.808
H 0.814 1.045 -1.857
H 1.501 -0.603 -2.865
H 0.727 1.123 0.443
H 0.002 -0.969 2.470
H 0.244 0.665 2.828
H 1.604 -0.109 2.161
*
```

## x
Density functional theory data (wB97M-V/def2-TZVPD) for one molecule with the formula C4H7NS.

Calculated values
Kohn-Sham gap ... 8.49 eV
SMILES ... C=C(C)NC=S

ORCA input file:
```
! RIJCOSX wB97M-V def2-TZVPD def2/J DEFGRID3
* xyz 0 1
C 0.843 -0.196 1.759
C 0.319 -0.308 0.443
C -0.456 -1.280 -0.280
N 0.485 0.873 -0.283
C -0.297 1.436 -1.274
S -1.496 1.116 -2.405
H 0.610 -1.182 2.381
H 1.329 0.594 2.360
H -0.377 -1.631 -1.336
H -0.361 -2.345 0.162
H -1.656 -1.033 -0.183
H 0.983 1.575 0.158
H 0.075 2.380 -1.500
*
```

x takes first place; second place is 123.6 kJ/mol up.